1.
{"formula": "C3H9ClN", "method": "the ωB97M-V functional and the def2-TZVPD basis", "total_energy_ev": -17260.99370, "total_charge": 1, "lumo_ev": -3.74, "gap_ev": 10.96, "symbols": ["C", "C", "C", "N", "Cl", "H", "H", "H", "H", "H", "H", "H", "H", "H"], "xyz": [[1.378, 0.121, 0.143], [-0.789, -1.524, -0.307], [0.028, 0.226, -0.246], [-0.805, 1.018, 0.625], [-2.513, -1.449, -0.209], [2.031, 0.901, -0.283], [1.965, -0.788, -0.199], [1.691, 0.164, 1.242], [-0.571, -2.028, -1.246], [-0.244, -2.162, 0.390], [-0.052, 0.636, -1.204], [-0.936, 0.558, 1.539], [-1.816, 1.202, 0.386], [-0.325, 1.947, 0.554]]}

2.
{"formula": "C5H5NO2", "method": "the ωB97M-V functional and the def2-TZVPD basis", "total_energy_ev": -10845.78203, "total_charge": 0, "lumo_ev": 0.70, "gap_ev": 10.69, "symbols": ["O", "C", "O", "C", "C", "C", "N", "C", "H", "H", "H", "H", "H"], "xyz": [[0.594, -1.218, -1.945], [0.464, -0.569, -0.867], [1.236, 0.552, -0.665], [0.862, 1.336, 0.560], [-0.224, 1.412, 1.362], [-1.043, 0.280, 0.674], [-1.618, -1.088, 0.723], [-0.194, -0.798, 0.350], [1.330, 2.277, 0.358], [-0.497, 2.082, 2.162], [-1.577, 0.917, -0.205], [-2.163, -1.099, -0.095], [0.395, -1.192, 1.117]]}

3.
{"formula": "C7H10", "method": "the ωB97M-V functional and the def2-TZVPD basis", "total_energy_ev": -7418.97573, "total_charge": 0, "lumo_ev": 1.17, "gap_ev": 9.72, "symbols": ["C", "C", "C", "C", "C", "C", "C", "H", "H", "H", "H", "H", "H", "H", "H", "H", "H"], "xyz": [[-2.406, 0.922, -0.112], [-1.476, -0.103, -0.684], [-0.233, -0.307, -0.268], [0.863, -1.255, -0.728], [1.683, -0.804, 0.489], [1.917, 0.671, 0.453], [0.573, 0.165, 0.905], [-3.282, 0.463, 0.360], [-2.768, 1.579, -0.912], [-1.897, 1.548, 0.628], [-1.849, -0.705, -1.514], [0.556, -2.305, -0.698], [1.303, -1.038, -1.709], [2.263, -1.462, 1.126], [2.009, 1.203, -0.492], [2.547, 1.056, 1.251], [0.190, 0.373, 1.900]]}

4.
{"formula": "C2H5FOS", "method": "the ωB97M-V functional and the def2-TZVPD basis", "total_energy_ev": -17752.19387, "total_charge": 0, "lumo_ev": [-0.73, -1.10], "gap_ev": [7.07, 6.61], "symbols": ["C", "C", "O", "F", "S", "H", "H", "H", "H", "H"], "xyz": [[0.461, -0.140, -0.259], [-0.376, 0.432, 0.806], [-1.637, 0.079, 0.991], [1.443, -2.157, 1.813], [0.782, -1.189, 3.009], [1.396, 0.405, -0.341], [-0.065, -0.108, -1.220], [0.695, -1.191, -0.062], [-0.095, 1.327, 1.338], [-1.834, -0.774, 0.567]]}

Energy relative to the best compared isomer or geometry (same formula, charge and spin) values (in kJ/mol) by entry order: 176.7, 533.9, 198.7, 199.3.